*P*
The following is a quantum chemistry calculation of a 2-piece molecular cluster, C2H10N overall, from the OMol25 dataset.

Bonds (Å) are listed after each position.
Element x y z (Å)
1 N -1.82744 -0.66406 -0.08476  H2 1.023, H3 1.028, H4 1.027, H5 1.022
2 H -2.36001 -1.12925 0.65517  N1 1.023
3 H -1.08131 -0.14278 0.39227  N1 1.028
4 H -1.42775 -1.40776 -0.66998  N1 1.027
5 H -2.51088 -0.10356 -0.59709  N1 1.022
6 C 0.95001 0.96731 -0.52144  C7 1.543, H8 1.083, H9 1.077, H10 1.084
7 C 1.33113 -0.04574 0.57818  C6 1.543, H11 1.078, H12 1.096, H13 1.086
8 H 0.78393 0.40822 -1.43394  C6 1.083
9 H 1.76315 1.65405 -0.68916  C6 1.077
10 H 0.05150 1.51411 -0.25852  C6 1.084
11 H 2.12639 0.27976 1.22828  C7 1.078
12 H 0.53399 -0.35160 1.26535  C7 1.096
13 H 1.66731 -0.97869 0.13564  C7 1.086

LUMO (eV): -4.3
Gap between HOMO and LUMO (hartree): 0.435
Net charge: +1

=====

*Q*
The following is a quantum chemistry calculation of a 2-piece molecular cluster, C2H10N overall, from the OMol25 dataset.

Bonds (Å) are listed after each position.
Element x y z (Å)
1 C -0.75223 -2.47719 0.72647  H2 1.100, H3 1.100, H4 1.100, H5 1.100
2 H -1.56332 -1.82411 0.37205  C1 1.100
3 H 0.09143 -2.42917 0.02224  C1 1.100
4 H -1.11721 -3.51285 0.79133  C1 1.100
5 H -0.41982 -2.14265 1.72023  C1 1.100
6 C 0.37474 1.70325 -1.17336  N7 1.497, H8 1.103, H9 1.103, H10 1.103
7 N 0.56718 1.39058 0.27762  C6 1.497, H11 1.040, H12 1.040, H13 1.040
8 H 0.96068 1.00678 -1.79644  C6 1.103
9 H 0.70532 2.73288 -1.39061  C6 1.103
10 H -0.68959 1.61026 -1.44751  C6 1.103
11 H 0.25678 0.42042 0.48750  N7 1.040
12 H 1.56956 1.47692 0.54105  N7 1.040
13 H 0.01648 2.04486 0.86943  N7 1.040

LUMO (eV): -4.1
Gap between HOMO and LUMO (hartree): 0.465
Net charge: +1

=====

Order from most stable to least stable according to the calculation: *Q*, *P*

=====

*P*
The following is a quantum chemistry calculation of a 3-piece molecular cluster, C3H11NO overall, from the OMol25 dataset.

Bonds (Å) are listed after each position.
Element x y z (Å)
1 C 2.03293 -0.02439 0.71315  H3 1.084, H4 1.076, H5 1.079
2 N 0.68704 0.42422 -2.77588  H6 1.017, H7 1.025, H8 1.022
3 H 1.58365 0.85325 0.26286  C1 1.084
4 H 1.61329 -0.38409 1.63673  C1 1.076
5 H 2.54165 -0.74353 0.08941  C1 1.079
6 H 0.59742 1.23520 -2.16925  N2 1.017
7 H -0.15047 0.45068 -3.36559  N2 1.025
8 H 0.37922 -0.37989 -2.22622  N2 1.022
9 C -0.90070 -0.92139 0.89699  O10 1.366, C11 1.606, H12 1.103, H13 1.102
10 O 0.05599 -1.00485 -0.07465  C9 1.366
11 C -1.47678 0.56640 1.07887  C9 1.606, H14 1.088, H15 1.086, H16 1.089
12 H -0.38165 -1.14776 1.84330  C9 1.103
13 H -1.75571 -1.56566 0.63461  C9 1.102
14 H -0.90255 1.22992 0.43626  C11 1.088
15 H -1.38341 0.73585 2.14711  C11 1.086
16 H -2.53994 0.67603 0.87228  C11 1.089

LUMO (eV): -1.7
Gap between HOMO and LUMO (hartree): 0.273

=====

*Q*
The following is a quantum chemistry calculation of a 2-piece molecular cluster, C3H11NO overall, from the OMol25 dataset.

Bonds (Å) are listed after each position.
Element x y z (Å)
1 C 1.93296 -0.86070 -0.70831  C2 1.540, H5 1.078, H6 1.080, H7 1.083
2 C 0.68779 0.02238 -0.50461  C1 1.540, N3 1.449, H8 1.105, H9 1.084
3 N 0.77210 0.83493 0.69254  C2 1.449, C4 1.439, H10 1.006
4 C -0.47128 1.31891 1.23125  N3 1.439, H11 1.089, H12 1.089, H13 1.103
5 H 1.62992 -1.86269 -0.96535  C1 1.078
6 H 2.51131 -0.51531 -1.55217  C1 1.080
7 H 2.54647 -0.81665 0.18264  C1 1.083
8 H 0.47839 0.68177 -1.36564  C2 1.105
9 H -0.18498 -0.61486 -0.41624  C2 1.084
10 H 1.50771 1.52050 0.66381  N3 1.006
11 H -0.31500 1.81393 2.18804  C4 1.089
12 H -1.15690 0.47927 1.33476  C4 1.089
13 H -0.98122 2.07309 0.60923  C4 1.103
14 H -3.48313 -1.51031 0.14046  O16 0.957
15 H -2.57046 -1.57206 -1.11192  O16 0.963
16 O -2.90368 -0.99220 -0.41852  H14 0.957, H15 0.963

LUMO (eV): 0.8
Gap between HOMO and LUMO (hartree): 0.329
SMILES: CCNC.O

=====

Order from most stable to least stable according to the calculation: *Q*, *P*

=====

*P*
The following is a quantum chemistry calculation of a 2-piece molecular cluster, C3H11NO overall, from the OMol25 dataset.

Bonds (Å) are listed after each position.
Element x y z (Å)
1 C -1.77142 -0.33272 0.65181  C2 1.522, H5 1.092, H6 1.087, H7 1.090
2 C -0.97225 -1.46798 0.02741  C1 1.522, N3 1.466, H8 1.093, H9 1.102
3 N -0.03733 -0.92520 -0.96294  C2 1.466, C4 1.462, H10 1.011
4 C 1.23290 -0.45995 -0.40799  N3 1.462, H11 1.092, H12 1.087, H13 1.108
5 H -2.39154 -0.67500 1.48254  C1 1.092
6 H -2.42097 0.13065 -0.08639  C1 1.087
7 H -1.03892 0.38087 1.03038  C1 1.090
8 H -1.59150 -2.21641 -0.47306  C2 1.093
9 H -0.42727 -2.03777 0.79694  C2 1.102
10 H 0.20394 -1.64987 -1.62579  N3 1.011
11 H 2.04166 -0.76157 -1.07726  C4 1.092
12 H 1.30819 0.59547 -0.15696  C4 1.087
13 H 1.49547 -1.01633 0.51343  C4 1.108
14 H 1.12440 4.01372 0.55209  O16 0.960
15 H 2.07578 3.03864 -0.09358  O16 0.973
16 O 1.16885 3.38345 -0.17062  H14 0.960, H15 0.973

LUMO (eV): 0.9
Gap between HOMO and LUMO (hartree): 0.353
SMILES: CCNC.O

=====

*Q*
The following is a quantum chemistry calculation of a 2-piece molecular cluster, C3H11NO overall, from the OMol25 dataset.

Bonds (Å) are listed after each position.
Element x y z (Å)
1 C 0.73588 1.68423 1.41013  C2 1.552, H5 1.090, H6 1.115, H7 1.114
2 C 0.38844 0.41285 0.59106  C1 1.552, N3 1.497, H8 1.081, H9 1.139
3 N -1.02155 -0.08693 0.54754  C2 1.497, C4 1.539, H10 0.996
4 C -1.30963 -1.47693 -0.04693  N3 1.539, H11 1.208, H12 1.168, H13 1.091
5 H 1.80548 1.85151 1.28294  C1 1.090
6 H 0.21215 2.54835 0.93931  C1 1.115
7 H 0.35286 1.61681 2.45438  C1 1.114
8 H 0.68839 0.58260 -0.43342  C2 1.081
9 H 1.13147 -0.38513 0.91949  C2 1.139
10 H -1.39010 -0.10032 1.47328  N3 0.996
11 H -2.49474 -1.67588 -0.17074  C4 1.208
12 H -0.81524 -2.11498 0.79773  C4 1.168
13 H -0.84190 -1.67114 -1.01377  C4 1.091
14 H 0.24237 -0.80563 -3.30746  O16 0.977
15 H 1.22846 -0.05740 -2.21477  O16 1.057
16 O 1.08766 -0.32203 -3.22879  H14 0.977, H15 1.057

LUMO (eV): 0.9
Gap between HOMO and LUMO (hartree): 0.354
SMILES: CCNC.O

=====

Order from most stable to least stable according to the calculation: *P*, *Q*

=====

*P*
The following is a quantum chemistry calculation of a 2-piece molecular cluster, C3H11NO overall, from the OMol25 dataset.

Bonds (Å) are listed after each position.
Element x y z (Å)
1 C -2.51503 -1.07951 0.41710  C2 1.523, H3 1.090, H4 1.093, H5 1.091
2 C -1.97850 0.23527 0.96740  C1 1.523, H6 1.088, H7 1.088, H8 1.094
3 H -2.34570 -1.90728 1.10596  C1 1.090
4 H -2.11057 -1.27085 -0.58038  C1 1.093
5 H -3.59523 -1.07426 0.26372  C1 1.091
6 H -1.04263 0.08198 1.50027  C2 1.088
7 H -1.87643 0.99203 0.19243  C2 1.088
8 H -2.68211 0.68251 1.67594  C2 1.094
9 N 0.58084 0.44853 -1.14684  C10 1.431, H12 1.010, H13 1.003
10 C 1.61554 -0.20345 -0.40352  N9 1.431, O11 1.430, H14 1.090, H15 1.081
11 O 2.47250 0.81732 0.11523  C10 1.430, H16 0.958
12 H 0.75797 0.42539 -2.14134  N9 1.010
13 H -0.31666 0.01688 -1.03158  N9 1.003
14 H 1.18276 -0.68351 0.47440  C10 1.090
15 H 2.15412 -0.93145 -0.99375  C10 1.081
16 H 3.25032 0.44861 0.53481  O11 0.958

LUMO (eV): 0.9
Gap between HOMO and LUMO (hartree): 0.393
SMILES: NCO.CC

=====

*Q*
The following is a quantum chemistry calculation of a 2-piece molecular cluster, C3H11NO overall, from the OMol25 dataset.

Bonds (Å) are listed after each position.
Element x y z (Å)
1 N -0.39966 0.21753 0.48387  C2 1.525, C4 1.447, H5 1.028
2 C 0.51791 -0.17537 1.63715  N1 1.525, H6 1.103, H7 1.103, H8 1.103
3 C 1.07628 2.09199 -0.02278  C4 1.505, H9 1.103, H10 1.103, H11 1.103
4 C 0.42669 0.83366 -0.53134  N1 1.447, C3 1.505, H12 1.107, H13 1.107
5 H -0.73020 -0.64599 0.03459  N1 1.028
6 H 1.06606 0.63529 2.14604  C2 1.103
7 H 1.24961 -0.85305 1.16601  C2 1.103
8 H -0.05180 -0.74280 2.39218  C2 1.103
9 H 1.19243 2.78002 -0.87702  C3 1.103
10 H 2.07731 1.84708 0.37034  C3 1.103
11 H 0.50397 2.60602 0.76769  C3 1.103
12 H 1.18310 0.10669 -0.88462  C4 1.107
13 H -0.22798 1.08170 -1.38885  C4 1.107
14 O -2.62081 -3.03922 -1.43018  H15 0.984, H16 0.984
15 H -1.89453 -3.58808 -1.80370  O14 0.984
16 H -3.36832 -3.15543 -2.05945  O14 0.984

LUMO (eV): 0.8
Gap between HOMO and LUMO (hartree): 0.350
SMILES: CCNC.O

=====

Order from most stable to least stable according to the calculation: *P*, *Q*

=====

*P*
The following is a quantum chemistry calculation of a 3-piece molecular cluster, C5H12O2 overall, from the OMol25 dataset.

Bonds (Å) are listed after each position.
Element x y z (Å)
1 C -0.45431 -1.36309 -3.01000  C2 1.329, H6 1.084, H7 1.077
2 C 0.38183 -1.18595 -1.99246  C1 1.329, C3 1.466, H8 1.086
3 C 0.24119 -0.10311 -1.01481  C2 1.466, C4 1.330, H9 1.087
4 C 1.27142 0.42551 -0.36100  C3 1.330, C5 1.509, H10 1.084
5 C 1.13829 1.66008 0.49671  C4 1.509, H11 1.085, H12 1.092, H13 1.094
6 H -0.20294 -2.10716 -3.75742  C1 1.084
7 H -1.28992 -0.72189 -3.23337  C1 1.077
8 H 1.31052 -1.74578 -1.93768  C2 1.086
9 H -0.73916 0.34054 -0.85953  C3 1.087
10 H 2.26985 0.02491 -0.49324  C4 1.084
11 H 0.25878 2.22782 0.21049  C5 1.085
12 H 2.02722 2.28332 0.37996  C5 1.092
13 H 1.11278 1.40985 1.56156  C5 1.094
14 H -1.88249 0.40307 2.77736  O16 0.967
15 H -3.28946 1.00045 2.65882  O16 0.961
16 O -2.41272 1.02917 2.26567  H14 0.967, H15 0.961
17 H -0.38896 -1.77171 1.93176  O19 0.964
18 H 0.52685 -0.60922 1.86343  O19 0.966
19 O 0.12121 -1.19680 2.51377  H17 0.964, H18 0.966

LUMO (eV): 0.8
Gap between HOMO and LUMO (hartree): 0.356
SMILES: C=C/C=C/C.O.O

=====

*Q*
The following is a quantum chemistry calculation of the molecule C5H12O2, from the OMol25 dataset.

Bonds (Å) are listed after each position.
Element x y z (Å)
1 C -1.51419 -1.76162 1.55872  C2 1.535, H8 1.096, H9 1.097, H10 1.098
2 C -0.86028 -0.41589 1.21594  C1 1.535, C3 1.536, H11 1.098, H12 1.095
3 C -0.11874 -0.38527 -0.12938  C2 1.536, O4 1.412, C5 1.582, H13 1.099
4 O -1.03582 -0.24173 -1.19337  C3 1.412, H14 0.965
5 C 0.94217 0.77923 -0.27107  C3 1.582, C6 1.539, O7 1.432, H15 1.093
6 C 1.59869 0.84927 -1.66102  C5 1.539, H16 1.099, H17 1.100, H18 1.092
7 O 0.33400 2.04499 0.01006  C5 1.432, H19 0.971
8 H -2.25810 -2.06236 0.81224  C1 1.096
9 H -0.76979 -2.56360 1.63544  C1 1.097
10 H -2.02731 -1.70466 2.52730  C1 1.098
11 H -1.63410 0.36239 1.19104  C2 1.098
12 H -0.15263 -0.14590 2.00683  C2 1.095
13 H 0.45144 -1.31389 -0.27210  C3 1.099
14 H -0.84593 0.70026 -1.28283  O4 0.965
15 H 1.69957 0.55557 0.48506  C5 1.093
16 H 0.92406 1.27954 -2.41481  C6 1.099
17 H 2.50057 1.47890 -1.64302  C6 1.100
18 H 1.89082 -0.14211 -2.01219  C6 1.092
19 H 0.82819 2.74076 -0.45236  O7 0.971

LUMO (eV): 0.8
Gap between HOMO and LUMO (hartree): 0.398
SMILES: CC[C@@H](O)[C@@H](C)O

=====

*R*
The following is a quantum chemistry calculation of a 3-piece molecular cluster, C5H12O2 overall, from the OMol25 dataset.

Bonds (Å) are listed after each position.
Element x y z (Å)
1 C -2.22741 -0.95357 -0.71345  C2 1.389, C3 1.514, H6 1.101
2 C -2.69238 -0.05558 0.23930  C1 1.389, H7 1.126, H8 1.098
3 C -0.93289 -0.70595 -1.45913  C1 1.514, C4 1.539, H9 1.221, H10 1.092
4 C -0.72940 0.52326 -2.36230  C3 1.539, C5 1.456, H11 1.187
5 C -1.78194 1.33383 -2.95923  C4 1.456, H12 1.050, H13 1.139
6 H -2.56412 -2.00191 -0.72893  C1 1.101
7 H -3.47934 -0.58032 0.84951  C2 1.126
8 H -2.06455 0.84309 0.30229  C2 1.098
9 H -0.53823 -1.69201 -2.06199  C3 1.221
10 H -0.28141 -0.61225 -0.58773  C3 1.092
11 H 0.38290 0.90977 -2.50910  C4 1.187
12 H -1.66878 2.16087 -3.59654  C5 1.050
13 H -2.89959 1.24684 -2.75515  C5 1.139
14 H 2.94185 0.82746 1.39797  O16 1.005
15 H 4.19722 0.10052 1.07055  O16 0.898
16 O 3.91472 0.73894 1.63461  H14 1.005, H15 0.898
17 H 2.91394 -0.13003 3.43391  O19 0.999
18 H 2.95079 -1.10367 4.60423  O19 0.964
19 O 2.37196 -0.84148 3.87913  H17 0.999, H18 0.964

LUMO (eV): 0.4
Gap between HOMO and LUMO (hartree): 0.345
SMILES: C=CCC=C.O.O

=====

Order from most stable to least stable according to the calculation: *Q*, *P*, *R*